(1)
{"formula": "C4H9O2", "method": "ωB97M-V/def2-TZVPD", "species": ["C", "C", "H", "H", "H", "H", "H", "H", "C", "C", "O", "O", "H", "H", "H"], "coordinates": [[0.0337, 1.7625, 0.3292], [-1.3351, 1.8980, 1.0045], [0.8676, 2.2138, 0.6421], [0.3014, 0.7119, 0.0792], [0.0892, 2.0772, -0.7603], [-1.4799, 1.6767, 2.0637], [-2.0910, 1.1882, 0.5591], [-1.8021, 2.8203, 0.6897], [1.0825, -2.3551, -0.1007], [0.2545, -1.6561, -1.3638], [0.1838, -2.4530, -2.2349], [0.0178, -0.4708, -1.2506], [2.0046, -2.3604, -0.5314], [0.8375, -3.3967, 0.2273], [1.0354, -1.6565, 0.6469]], "multiplicity": 1, "relative_energy_kcal_mol": 38.23, "charge": -1, "energy_ev": -8388.8339}

---

(2)
{"formula": "C37H75NO27S5", "method": "ωB97M-V/def2-TZVPD", "species": ["C", "C", "O", "N", "C", "H", "H", "H", "H", "H", "H", "H", "C", "C", "O", "S", "O", "O", "O", "H", "H", "H", "H", "C", "C", "O", "S", "O", "O", "O", "H", "H", "H", "H", "C", "C", "O", "S", "O", "O", "O", "H", "H", "H", "H", "C", "C", "O", "S", "O", "O", "O", "H", "H", "H", "H", "C", "C", "O", "S", "O", "O", "O", "H", "H", "H", "H", "C", "C", "C", "O", "C", "H", "H", "H", "H", "H", "H", "H", "H", "C", "C", "C", "O", "C", "H", "H", "H", "H", "H", "H", "H", "H", "C", "C", "C", "O", "C", "H", "H", "H", "H", "H", "H", "H", "H", "C", "C", "C", "O", "C", "H", "H", "H", "H", "H", "H", "H", "H", "C", "C", "C", "O", "C", "H", "H", "H", "H", "H", "H", "H", "H", "C", "C", "C", "O", "C", "H", "H", "H", "H", "H", "H", "H", "H"], "coordinates": [[-4.3502, 3.1607, -0.6760], [-3.4087, 3.3445, 0.5627], [-3.2523, 4.4117, 1.1380], [-2.8976, 2.2317, 1.0619], [-1.9484, 2.1734, 2.1343], [-4.9741, 4.0406, -0.8330], [-4.9270, 2.2595, -0.4680], [-3.7414, 3.0139, -1.5681], [-3.0615, 1.3321, 0.6330], [-2.2251, 2.7918, 2.9882], [-1.0832, 2.7144, 1.7510], [-1.6014, 1.1774, 2.4094], [2.0715, 3.4264, -1.8418], [2.2864, 1.9777, -1.4870], [1.9808, 1.8682, -0.0854], [1.3870, 3.2677, 0.5858], [2.3810, 3.9228, 1.4128], [0.1322, 3.0413, 1.2304], [1.2190, 3.9610, -0.9040], [1.4696, 3.5030, -2.7473], [2.9256, 4.0857, -1.9970], [3.2521, 1.6090, -1.8328], [1.4927, 1.4540, -2.0197], [2.2812, -2.5545, -0.8340], [3.2049, -3.0678, -1.9192], [4.0728, -3.9567, -1.3171], [3.8646, -4.0757, 0.3135], [5.1421, -3.9497, 1.0002], [2.8789, -5.1272, 0.5800], [3.0895, -2.6239, 0.2771], [1.3678, -3.1248, -0.6648], [2.0605, -1.5115, -1.0613], [3.7419, -2.2748, -2.4396], [2.5604, -3.6521, -2.5759], [-0.6733, -3.1033, 2.7137], [-1.9832, -3.3431, 1.9579], [-1.6726, -3.8701, 0.6850], [-0.0193, -3.9670, 0.4622], [0.3680, -3.3689, -0.8287], [0.4200, -5.2910, 0.7272], [0.2563, -2.9146, 1.6797], [-0.3302, -3.9426, 3.3188], [-0.7091, -2.2256, 3.3590], [-2.5357, -2.4078, 1.8675], [-2.5811, -4.0535, 2.5288], [0.4395, 1.0439, 4.1848], [0.0668, 0.2469, 5.4899], [-1.3265, 0.2971, 5.4526], [-1.9548, 0.2400, 3.8792], [-3.2744, 0.9149, 3.8242], [-1.7333, -1.0061, 3.2210], [-0.7539, 1.2937, 3.4612], [1.1547, 0.4525, 3.6130], [0.8345, 2.0043, 4.5160], [0.5033, 0.7258, 6.3663], [0.3813, -0.7892, 5.3643], [3.2144, -0.2675, -0.4976], [3.5059, -0.7034, 0.9315], [4.0819, 0.4529, 1.5466], [5.0214, 1.2542, 0.3997], [6.4480, 0.8843, 0.3678], [4.7125, 2.6588, 0.3839], [4.2089, 0.6196, -0.8691], [2.2307, 0.1807, -0.6371], [3.1814, -1.1325, -1.1600], [4.2383, -1.5106, 0.9455], [2.7008, -1.0495, 1.5796], [2.7121, 2.8817, 3.1711], [2.3348, 1.6804, 2.3129], [2.9458, 0.5345, 3.0877], [2.7081, 0.8694, 4.4435], [2.7236, 2.3105, 4.5870], [2.0706, 3.7615, 3.1205], [3.7387, 3.1575, 2.9301], [2.7893, 1.7592, 1.3253], [1.2538, 1.5436, 2.2828], [4.0308, 0.4823, 2.9975], [2.4755, -0.3877, 2.7466], [3.6680, 2.5916, 5.0532], [1.9383, 2.5839, 5.2917], [-4.6279, -1.3923, 0.5023], [-3.2341, -1.2205, -0.0049], [-3.1798, 0.2356, -0.5122], [-4.0881, 0.9040, 0.2940], [-5.1648, 0.0362, 0.5387], [-4.7643, -1.8952, 1.4597], [-5.2526, -1.9654, -0.1828], [-2.9712, -1.8420, -0.8609], [-2.5500, -1.2812, 0.8416], [-3.4133, 0.3714, -1.5682], [-2.1651, 0.6283, -0.4468], [-5.9960, 0.1755, -0.1526], [-5.6005, 0.3628, 1.4829], [-3.2689, -2.8244, -3.4005], [-1.9030, -2.5675, -2.8624], [-1.7815, -1.0209, -2.9773], [-3.0890, -0.5633, -2.7829], [-3.9386, -1.4090, -3.4734], [-3.8431, -3.4277, -2.6974], [-3.2402, -3.2336, -4.4104], [-1.0175, -3.0795, -3.2392], [-2.0389, -2.7707, -1.8002], [-1.3424, -0.5930, -3.8785], [-1.1683, -0.6136, -2.1734], [-4.0407, -1.1161, -4.5183], [-4.9052, -1.3016, -2.9812], [2.8915, -0.8950, -3.2802], [1.5221, -1.4969, -3.0596], [0.7031, -0.2375, -2.7890], [1.4472, 0.7945, -3.3825], [2.5550, 0.3319, -4.0561], [3.4420, -1.6089, -3.8928], [3.3731, -0.6097, -2.3449], [1.4238, -2.0765, -2.1417], [1.2302, -2.0762, -3.9355], [0.5505, -0.1235, -1.7158], [-0.2851, -0.3133, -3.2425], [3.2819, 1.1434, -4.0904], [2.2243, 0.0620, -5.0590], [-1.2371, 2.3980, -3.2062], [-0.9677, 2.7468, -1.7860], [-0.6338, 1.3899, -1.2162], [-1.5539, 0.4997, -1.8878], [-1.9370, 1.0594, -3.1444], [-0.3097, 2.2233, -3.7515], [-1.7720, 3.1474, -3.7895], [-1.8312, 3.1841, -1.2848], [-0.1135, 3.3976, -1.5988], [-0.6205, 1.3725, -0.1264], [0.3956, 1.1236, -1.4560], [-3.0169, 1.1894, -3.0738], [-1.6425, 0.6132, -4.0943], [-0.8237, -1.1417, 0.1026], [-0.8626, -0.2588, 1.3316], [0.3070, 0.6402, 1.1677], [1.2251, 0.0033, 0.2334], [0.6884, -1.2830, -0.1234], [-1.3530, -0.8472, -0.8036], [-1.2944, -2.1048, 0.2997], [-0.6939, -0.8636, 2.2226], [-1.7749, 0.3108, 1.5089], [0.8315, 0.7927, 2.1109], [0.0107, 1.6567, 0.9088], [1.0906, -2.1388, 0.4187], [0.9123, -1.5425, -1.1581]], "multiplicity": 1, "energy_ev": -150463.5202}